Entry 1
Formula: C20H20N2O3
Source: OMol25
Level of theory: ωB97M-V/def2-TZVPD

Orbital gap in eV: 8.1246
Molar mass in g mol⁻¹: 336.391

```
45
Properties=species:S:1:pos:R:3:mulliken_charge:R:1
C 2.5294 2.8489 -3.1783 -1.30
C 1.7241 1.8198 -2.2935 0.08
C 2.7468 1.3630 -1.5125 -0.93
C 2.2691 0.3490 -0.4203 0.74
N 2.4879 -0.8086 -0.6391 -0.45
C 1.8378 -2.0185 -0.0963 0.62
C 2.0248 -3.3470 -0.4522 -1.13
C 1.3672 -4.2755 0.4108 -0.08
C 0.8210 -4.1510 1.5951 -0.78
C 0.6405 -2.7624 1.8314 -0.70
C 0.9970 -1.5276 1.0491 1.08
C 0.9599 -0.3425 1.6045 0.22
O 0.3286 0.1159 2.4145 -0.51
N 1.5965 0.7352 0.7434 -0.15
C 1.1442 2.1895 0.9674 -1.23
C -0.0515 2.5370 0.5066 0.08
O -0.2757 3.7164 0.1187 -0.66
C -1.0226 1.5178 0.4105 1.57
C -2.2848 1.6480 1.1218 -1.54
C -3.2426 0.8192 1.2371 -0.39
C -3.2560 -0.5808 0.1289 0.62
O -4.2129 -1.3053 0.3599 -0.40
C -5.3246 -1.3439 1.0593 -0.65
C -2.2051 -0.5947 -0.4605 -1.48
C -1.1937 0.5469 -0.5274 0.60
H 3.0707 3.7395 -2.7211 0.33
H 1.8383 3.4045 -3.9929 0.33
H 3.4453 2.3041 -3.9241 0.25
H 0.9486 2.2344 -1.7617 0.22
H 1.3500 1.0575 -2.9347 0.28
H 3.2977 2.1302 -0.6177 0.28
H 3.8438 0.7494 -1.7233 0.25
H 2.7291 -3.5999 -1.1674 0.54
H 1.5727 -5.3700 0.1437 0.24
H 0.3259 -4.7285 2.4026 0.35
H -0.0862 -2.4609 2.6743 0.24
H 2.0543 2.7822 0.6622 0.43
H 1.0484 1.9732 2.0185 0.62
H -2.3780 2.4454 1.7292 0.51
H -4.2124 1.0588 1.6921 0.37
H -5.9318 -2.1309 0.7723 0.26
H -5.1001 -1.2013 2.1832 0.28
H -5.9661 -0.2349 0.7457 0.24
H -1.9932 -1.3533 -1.0127 0.75
H -0.2624 0.0517 -1.1469 -0.01
```

Entry 2
Formula: C20H20N2O3
Source: OMol25
Level of theory: ωB97M-V/def2-TZVPD

Orbital gap in eV: 6.6553
Molar mass in g mol⁻¹: 336.391

```
45
Properties=species:S:1:pos:R:3:mulliken_charge:R:1
C 2.8852 2.8939 -1.6540 -0.84
H 2.9675 1.8269 -1.5008 0.27
O 2.6965 3.3752 -2.9212 -0.40
C 1.6374 3.2463 -3.6383 -0.55
C 1.5103 1.9722 -4.0729 -0.80
N 1.1855 0.8904 -3.2249 0.01
C -0.0038 0.6714 -2.9188 0.24
O -1.2189 1.3588 -3.4616 -0.70
C -0.5158 -0.1200 -1.7537 0.62
C -1.7372 -0.4857 -1.3403 0.30
C -2.3912 -1.3405 -0.5047 0.72
C -3.7381 -1.4699 -0.4389 -1.22
C -4.1412 -2.2109 0.8401 -0.46
C -3.4557 -2.8945 1.6533 -0.93
C -2.0924 -2.4360 1.7596 0.61
C -1.3584 -1.8364 0.6361 0.79
H -0.3003 -1.5547 0.8226 -1.02
O -1.2427 -3.0794 2.7560 -0.26
C -0.1053 -2.8512 2.8807 -0.80
C 0.4559 -1.4448 2.9538 0.29
C 1.5739 -0.7634 2.5176 -0.28
C 1.9977 0.3876 2.4984 -0.18
C 1.0215 1.2482 3.2684 -0.46
C -0.0297 0.7188 3.7509 -0.24
C -0.7045 -0.3651 3.6765 -0.41
H -1.4264 -0.9297 4.1691 0.56
H -0.6645 1.5473 4.5251 -0.02
H 1.1736 2.3210 3.4149 0.38
H 2.9782 0.8185 2.2126 0.46
H 2.3261 -1.5790 2.0164 0.04
H 0.2555 -3.3860 3.6832 0.33
H 0.5198 -3.0946 1.9969 0.53
H -3.8490 -3.4655 2.4941 0.39
H -5.1679 -2.4947 0.7460 0.37
H -4.2130 -1.1597 -1.1085 0.94
H -2.6227 -0.1354 -2.1564 0.06
C 0.5656 -0.5969 -1.0210 -0.27
N 1.8182 -1.2844 -0.7264 -0.56
H 1.7705 0.3955 -2.7266 0.29
H 0.7028 1.7773 -5.1937 0.31
H 2.5327 1.3277 -4.6206 0.36
H 1.8417 3.7958 -4.7705 0.21
H 0.8603 3.5469 -3.1501 0.56
H 2.0601 3.2752 -1.1008 0.40
H 3.6421 3.5836 -1.2676 0.36
```

Verdict on stability: entry 2 comes out at the bottom.

Entry 1
Formula: C21H20ClN2O5PRh
Source: OMol25
Level of theory: ωB97M-V/def2-TZVPD

Orbital gap in eV: 7.9637
Total charge: +1
Molar mass in g mol⁻¹: 549.733

```
51
Properties=species:S:1:pos:R:3:mulliken_charge:R:1
Rh -0.0254 -0.1541 0.1611 0.15
O -0.8121 3.9906 -0.2607 -0.46
C -0.9345 2.7119 -0.5485 0.59
O -0.5995 1.8604 0.2618 -0.41
C -1.5117 2.4885 -1.9185 -0.56
O -2.1036 1.2333 -2.0260 -0.34
C -1.6687 0.4930 -3.1584 -0.49
C -0.2559 -0.0640 -3.0226 0.43
O 0.3325 -0.4171 -4.0155 -0.64
O 0.2406 -0.1315 -1.8162 -0.68
H -0.3755 4.0821 0.6033 0.39
H -0.6804 2.6367 -2.6201 0.38
H -2.2352 3.2889 -2.1004 0.49
H -1.7102 1.0906 -4.0721 0.39
H -2.3753 -0.3223 -3.2781 0.23
N -1.0865 -2.5238 1.5663 0.14
P -1.7905 -1.0957 1.0058 2.17
C -3.0206 -1.6041 -0.1898 0.62
C -2.5636 -2.1381 -1.3965 -1.30
C -3.4594 -2.7072 -2.2814 -0.70
C -4.8149 -2.7406 -1.9730 -0.58
C -5.2724 -2.2263 -0.7698 -0.78
C -4.3771 -1.6668 0.1310 -0.46
C -2.6150 -0.2668 2.3451 0.50
C -2.3662 -0.5909 3.6765 -0.63
C -3.0099 0.1133 4.6788 -0.71
C -3.8759 1.1508 4.3570 -0.49
C -4.1080 1.4878 3.0302 -0.86
C -3.4819 0.7772 2.0196 -0.48
C 0.0916 -2.9273 0.9726 0.54
C 0.6250 -4.2023 1.1332 -1.04
C 1.7856 -4.5162 0.4586 -0.24
C 2.3880 -3.5701 -0.3714 -0.90
C 1.8108 -2.3324 -0.4816 -0.32
N 0.6899 -2.0175 0.1906 0.40
H -1.6344 -3.2322 2.0329 0.33
H -1.5044 -2.1188 -1.6265 0.62
H -3.1089 -3.1271 -3.2156 0.48
H -5.5148 -3.1793 -2.6716 0.42
H -6.3248 -2.2672 -0.5249 0.45
H -4.7345 -1.2863 1.0778 0.44
H -1.6586 -1.3693 3.9292 0.42
H -2.8249 -0.1386 5.7139 0.43
H -4.3693 1.7035 5.1452 0.42
H -4.7795 2.2990 2.7838 0.43
H -3.6683 1.0328 0.9830 0.63
H 0.1269 -4.9202 1.7692 0.42
H 2.2185 -5.5010 0.5694 0.43
H 3.2896 -3.7903 -0.9221 0.43
H 2.2070 -1.5532 -1.1179 0.53
Cl 0.6317 0.0757 2.3383 -0.24
```

Entry 2
Formula: C21H20ClN2O5PRh
Source: OMol25
Level of theory: ωB97M-V/def2-TZVPD

Orbital gap in eV: 8.1464
Total charge: +1
Molar mass in g mol⁻¹: 549.733

```
51
Properties=species:S:1:pos:R:3:mulliken_charge:R:1
Rh -0.2436 -0.5507 -0.3530 0.05
O 1.2762 2.7676 1.7623 -0.49
C 1.0219 1.6728 1.0862 0.69
O -0.0520 1.4528 0.5523 -0.29
C 2.2196 0.7614 0.9999 -0.77
O 1.9373 -0.4392 0.2938 -0.55
C 2.0853 -1.5965 1.1470 -0.54
C 0.8773 -1.7008 2.0781 0.56
O 0.9798 -2.3562 3.0832 -0.63
O -0.1741 -1.0358 1.6506 -0.43
H 0.4951 3.3428 1.7825 0.43
H 2.5683 0.5553 2.0128 0.58
H 3.0029 1.3125 0.4770 0.54
H 2.9880 -1.5634 1.7532 0.39
H 2.0892 -2.4687 0.4974 0.40
N -1.8878 0.8029 -2.5148 -0.02
P -0.2271 0.5273 -2.3880 1.16
C 0.2689 0.0849 -4.0487 0.58
C -0.2221 0.7928 -5.1458 -0.36
C 0.2144 0.4614 -6.4158 -0.84
C 1.1458 -0.5566 -6.5923 -0.48
C 1.6600 -1.2346 -5.4982 -0.69
C 1.2231 -0.9141 -4.2202 -0.18
C 0.5573 2.1435 -2.1754 0.81
C 1.9340 2.1447 -1.9464 -0.77
C 2.6042 3.3459 -1.7808 -0.73
C 1.8989 4.5436 -1.8291 -0.56
C 0.5286 4.5396 -2.0397 -0.75
C -0.1475 3.3383 -2.2200 -0.35
C -2.6984 0.6356 -1.4143 0.54
C -4.0181 1.0737 -1.3766 -1.00
C -4.7544 0.8673 -0.2302 -0.26
C -4.1747 0.2345 0.8684 -0.92
C -2.8697 -0.1766 0.7734 -0.50
N -2.1575 0.0163 -0.3524 0.22
H -2.3353 0.9115 -3.4117 0.27
H -0.9180 1.6155 -5.0220 0.36
H -0.1692 0.9996 -7.2721 0.41
H 1.4757 -0.8139 -7.5899 0.40
H 2.3911 -2.0193 -5.6366 0.42
H 1.6152 -1.4415 -3.3584 0.32
H 2.4712 1.2020 -1.8956 0.63
H 3.6749 3.3551 -1.6209 0.47
H 2.4236 5.4821 -1.7073 0.43
H -0.0173 5.4736 -2.0659 0.45
H -1.2169 3.3345 -2.3906 0.41
H -4.4410 1.5796 -2.2333 0.44
H -5.7817 1.2031 -0.1839 0.43
H -4.7276 0.0653 1.7799 0.47
H -2.3447 -0.6601 1.5880 0.69
Cl -0.1039 -2.6168 -1.1603 -0.40
```

Verdict on stability: entry 2 comes out at the bottom.